Record 1
Below is 9 unconnected molecules or ions with the total composition C41H58F24O19, with properties calculated with ωB97M-V/def2-TZVPD.

Each line ends with the Löwdin charge.
Element x y z (Å)
C: 4.8119 -5.4036 -2.7407  -0.11
O: 5.7075 -4.8561 -3.6856  -0.19
C: 5.1926 -3.7276 -4.3616  -0.23
C: 5.0139 -2.4960 -3.4671  -0.16
C: 3.5598 -2.1550 -3.0842  -0.20
C: 3.1776 -0.7038 -3.3668  -0.21
C: 1.6974 -0.4154 -3.1297  -0.19
C: 0.7752 -1.2858 -3.9774  -0.10
C: 0.2688 -2.5164 -3.2707  -0.52
O: 0.2773 -2.7054 -2.0901  0.12
O: -0.2196 -3.4190 -4.1521  -0.08
C: -1.1001 -4.4042 -3.5954  -0.04
H: 5.0175 -5.0244 -1.7353  0.09
H: 4.9381 -6.4853 -2.7417  0.09
H: 3.7721 -5.1686 -2.9895  0.08
H: 5.9055 -3.5248 -5.1587  0.12
H: 4.2348 -3.9991 -4.8282  0.12
H: 5.4578 -1.6292 -3.9589  0.09
H: 5.5963 -2.6666 -2.5599  0.12
H: 2.8972 -2.8238 -3.6446  0.09
H: 3.3872 -2.3658 -2.0268  0.12
H: 3.7799 -0.0548 -2.7279  0.10
H: 3.4271 -0.4687 -4.4077  0.12
H: 1.4680 -0.5565 -2.0722  0.11
H: 1.5060 0.6345 -3.3555  0.11
H: -0.0891 -0.7368 -4.3563  0.13
H: 1.3111 -1.6413 -4.8637  0.12
H: -0.5399 -5.2174 -3.1399  0.09
H: -1.7642 -3.9541 -2.8616  0.09
H: -1.6767 -4.7953 -4.4290  0.09
C: 8.0929 2.2886 0.4543  -0.06
C: 7.4879 3.3463 -0.4381  -0.18
O: 7.5655 2.9568 -1.8313  0.04
C: 6.6165 2.1409 -2.2522  -0.40
O: 5.7014 1.6957 -1.6238  0.16
C: 6.8078 1.8396 -3.7582  -0.54
F: 8.0815 1.5750 -4.0541  0.17
F: 6.4176 2.8955 -4.4847  0.17
F: 6.0648 0.7926 -4.1048  0.16
H: 9.1244 2.0861 0.1645  0.08
H: 8.0815 2.6319 1.4884  0.08
H: 7.5298 1.3592 0.3958  0.07
H: 8.0391 4.2821 -0.3844  0.13
H: 6.4469 3.5398 -0.1837  0.11
C: 6.2371 0.4270 6.5667  -0.06
C: 6.4907 1.7977 5.9843  -0.18
O: 6.2284 1.8154 4.5579  0.03
C: 4.9614 1.9637 4.2099  -0.40
O: 4.0165 2.0732 4.9322  0.17
C: 4.8480 2.0368 2.6691  -0.54
F: 5.5972 1.1060 2.0754  0.17
F: 5.2739 3.2427 2.2494  0.15
F: 3.5892 1.8825 2.2841  0.18
H: 6.8310 -0.3256 6.0480  0.08
H: 6.5128 0.4224 7.6210  0.08
H: 5.1851 0.1570 6.4854  0.08
H: 7.5366 2.0829 6.0692  0.13
H: 5.8785 2.5606 6.4638  0.11
C: 2.0360 7.1534 5.3999  -0.05
C: 1.6293 5.7397 5.7432  -0.19
O: 2.6026 5.1206 6.6205  0.03
C: 2.4820 5.3849 7.9070  -0.41
O: 1.6661 6.0737 8.4442  0.17
C: 3.5644 4.6073 8.6957  -0.55
F: 4.7614 4.6846 8.0997  0.16
F: 3.2247 3.3129 8.7727  0.16
F: 3.6791 5.0859 9.9284  0.18
H: 3.0368 7.1657 4.9678  0.08
H: 1.3377 7.5712 4.6750  0.07
H: 2.0332 7.7876 6.2858  0.08
H: 1.6185 5.1025 4.8618  0.13
H: 0.6528 5.6941 6.2205  0.10
C: -0.5808 -2.9670 -7.3385  -0.05
C: -1.2128 -1.7915 -8.0439  -0.18
O: -1.4588 -2.0808 -9.4414  0.03
C: -2.5652 -2.7533 -9.7059  -0.41
O: -3.3865 -3.1439 -8.9301  0.17
C: -2.7063 -2.9472 -11.2350  -0.55
F: -1.5509 -3.3177 -11.7936  0.17
F: -3.0922 -1.7933 -11.7989  0.16
F: -3.6206 -3.8720 -11.5034  0.17
H: 0.3362 -3.2685 -7.8471  0.09
H: -0.3413 -2.7058 -6.3101  0.05
H: -1.2565 -3.8223 -7.3222  0.08
H: -0.5491 -0.9297 -8.0594  0.13
H: -2.1523 -1.4983 -7.5765  0.13
C: -2.1966 -6.4738 0.9851  -0.05
C: -1.9702 -7.9466 0.7346  -0.19
O: -3.0247 -8.5039 -0.0890  0.04
C: -2.9002 -8.3213 -1.3905  -0.41
O: -2.0221 -7.7515 -1.9679  0.16
C: -4.0743 -9.0059 -2.1302  -0.55
F: -5.2435 -8.7587 -1.5270  0.16
F: -3.8864 -10.3310 -2.1474  0.17
F: -4.1507 -8.5731 -3.3830  0.18
H: -3.1761 -6.3087 1.4340  0.08
H: -1.4338 -6.0973 1.6659  0.09
H: -2.1377 -5.9049 0.0580  0.07
H: -2.0156 -8.5228 1.6554  0.13
H: -1.0121 -8.1316 0.2512  0.13
C: -5.6779 4.4980 6.8907  -0.06
C: -4.2290 4.5302 7.3176  -0.18
O: -3.4156 5.2325 6.3439  0.03
C: -3.4089 6.5495 6.4381  -0.41
O: -3.9877 7.2370 7.2240  0.18
C: -2.4606 7.1373 5.3683  -0.53
F: -2.6344 6.5588 4.1733  0.16
F: -1.1848 6.9387 5.7352  0.16
F: -2.6545 8.4443 5.2324  0.17
H: -5.7753 4.0522 5.9009  0.08
H: -6.2533 3.9020 7.5985  0.08
H: -6.1001 5.5017 6.8635  0.08
H: -3.7991 3.5325 7.3575  0.13
H: -4.1023 5.0063 8.2887  0.13
C: -9.0183 -9.5123 -2.3570  -0.05
C: -8.7445 -8.3688 -1.4078  -0.19
O: -9.9579 -7.9347 -0.7489  0.03
C: -10.3258 -8.6359 0.3095  -0.41
O: -9.7735 -9.5811 0.7887  0.17
C: -11.6084 -8.0223 0.9213  -0.55
F: -12.5051 -7.7144 -0.0195  0.17
F: -11.2951 -6.8986 1.5836  0.16
F: -12.1674 -8.8708 1.7758  0.17
H: -9.7820 -9.2319 -3.0826  0.08
H: -8.1045 -9.7686 -2.8927  0.08
H: -9.3610 -10.3940 -1.8170  0.08
H: -8.3898 -7.4878 -1.9374  0.13
H: -8.0075 -8.6410 -0.6535  0.12
C: -1.3080 8.4626 1.6111  -0.05
C: -2.6489 9.1070 1.8803  -0.19
O: -2.7542 10.3872 1.2158  0.04
C: -3.0960 10.3508 -0.0608  -0.40
O: -3.3313 9.3867 -0.7266  0.17
C: -3.2059 11.7925 -0.6133  -0.55
F: -2.1790 12.5503 -0.2181  0.17
F: -4.3377 12.3575 -0.1697  0.17
F: -3.2344 11.7798 -1.9406  0.17
H: -0.4984 9.1322 1.9040  0.09
H: -1.2223 7.5376 2.1798  0.07
H: -1.1913 8.2294 0.5532  0.08
H: -2.7732 9.3307 2.9355  0.11
H: -3.4732 8.4691 1.5639  0.13

Output
Multiplicity: 1
SMILES: CCOC(=O)C(F)(F)F.CCOC(=O)C(F)(F)F.CCOC(=O)C(F)(F)F.CCOC(=O)C(F)(F)F.CCOC(=O)C(F)(F)F.CCOC(=O)C(F)(F)F.CCOC(=O)C(F)(F)F.CCOC(=O)C(F)(F)F.COCCCCCCC(=O)OC



Record 2
Below is a molecular structure, C18H19Br4N3O3ReS in a non-equilibrium geometry, with properties calculated with ωB97M-V/def2-TZVPD.

Each line ends with the Löwdin charge.
Element x y z (Å)
Re: -0.2035 0.0466 0.9083  1.33
Br: -3.7506 -5.4897 3.1806  0.85
C: -3.1389 -3.7891 2.8176  -0.75
C: -3.5635 -2.7197 3.6649  -0.70
Br: -4.7112 -3.1480 5.1244  0.77
C: -3.1615 -1.4005 3.5079  -0.67
Br: -3.9239 -0.0078 4.4812  0.86
C: -2.1203 -1.1919 2.5941  -0.33
O: -1.5774 0.0283 2.3697  -0.22
C: -1.6284 -2.2809 1.7776  -0.32
O: -0.5439 -1.9410 0.9749  -0.28
C: -2.2520 -3.5219 1.7975  -0.65
Br: -1.7330 -4.7650 0.4563  0.81
O: 0.6203 -0.3112 -0.9915  -0.25
C: -0.1559 -0.1747 -2.2198  -0.14
C: -1.5468 -0.7946 -1.9741  -0.10
C: -2.6634 0.1625 -1.3360  -0.08
C: -2.0385 1.4740 -1.0466  -0.28
C: -2.3718 2.5763 -1.8351  0.02
C: -1.9843 3.8926 -1.5183  0.01
C: -1.1593 4.0328 -0.4181  -0.02
C: -0.6565 2.9214 0.2664  -0.05
N: -1.0919 1.6362 -0.0494  -0.09
H: 1.2052 -1.0920 -1.0388  0.13
H: 0.4166 -0.6555 -3.0281  0.15
H: -0.1851 0.8991 -2.4042  0.12
H: -1.3958 -1.6895 -1.3395  0.10
H: -1.9079 -1.0670 -2.9662  0.13
H: -3.1356 -0.2617 -0.4361  0.13
H: -3.5595 0.4182 -1.9198  0.13
H: -3.0283 2.3360 -2.7028  0.15
H: -2.2611 4.7891 -2.0644  0.13
H: -0.7619 5.0220 -0.1924  0.13
H: 0.1470 3.0312 0.9248  0.08
S: 1.6214 0.4693 2.0630  0.66
C: 3.0171 0.4924 0.7942  -0.57
N: 3.7615 -0.5855 0.8478  0.02
C: 4.8636 -0.7674 -0.0603  -0.12
C: 4.4518 -0.2393 -1.5100  -0.12
C: 4.0586 1.2296 -1.3608  -0.16
N: 3.2847 1.4366 -0.1358  0.07
H: 3.5017 -1.3633 1.4327  0.15
H: 5.1152 -1.8649 -0.0325  0.15
H: 5.7531 -0.2843 0.3923  0.15
H: 3.6200 -0.8689 -1.9274  0.12
H: 5.3241 -0.4224 -2.1654  0.13
H: 3.6162 1.6511 -2.2674  0.13
H: 5.0084 1.8394 -1.3075  0.15
H: 2.8248 2.3131 -0.1281  0.13

Output
Total charge: +2
Multiplicity: 4
Relative energy (zero: lowest compared OMol25 entry of this formula, charge and spin), eV: 0.387
<S²>: 3.789



Record 3
Below is a molecular structure, C12H17ClN2O4S in a non-equilibrium geometry, with properties calculated with ωB97M-V/def2-TZVPD.

Each line ends with the Löwdin charge.
Element x y z (Å)
C: 3.0763 1.9104 -0.8906  -0.08
C: 1.9958 1.2259 -0.3555  -0.16
C: 0.9755 2.1178 0.1253  0.03
C: -0.2738 1.4433 0.6773  -0.43
C: -0.4493 -0.0760 0.5855  -0.28
C: 0.4826 -0.7893 0.3141  -0.17
C: 1.6152 -0.2871 -0.1053  -0.13
O: 2.5917 -1.0654 -0.8458  -0.09
C: 3.9276 -0.9134 -0.4753  -0.16
C: 4.2260 -0.5627 1.0695  -0.44
O: 4.8892 0.5675 1.4141  -0.09
N: 3.3490 -1.1314 1.8522  0.11
H: 2.8161 -2.1028 1.5333  0.21
H: 3.5048 -0.9001 2.9686  0.21
H: 4.4940 -0.2488 -1.1589  0.12
H: 4.3456 -1.9643 -0.4021  0.14
H: 0.4439 -1.9348 0.3560  0.19
S: -1.9551 -0.7168 1.5591  0.56
O: -1.9128 -0.1066 2.7707  -0.26
O: -1.8618 -2.0276 1.3496  -0.23
N: -3.2275 0.0087 0.5448  -0.16
H: -4.0048 0.4429 1.4295  0.25
C: -3.7145 -0.6085 -0.4488  -0.63
C: -5.0619 -0.0092 -0.7991  0.01
H: -5.3964 -0.4159 -2.0788  0.21
H: -5.6652 -0.0537 -0.1952  -0.07
H: -4.7939 0.7895 -1.2505  0.00
C: -2.6144 -0.5604 -1.6364  -0.02
H: -3.1284 -1.2244 -2.3908  0.08
H: -1.7440 -1.3182 -1.2073  0.12
H: -2.3431 0.4093 -1.8848  0.05
H: -3.9412 -1.7888 -0.3367  0.17
Cl: -1.5376 2.5133 1.3516  0.65
H: 0.8864 2.9736 0.0874  -0.04
H: 3.8601 1.7893 -0.3140  -0.01
H: 2.8449 3.1619 -1.1133  0.18
H: 3.3010 1.4527 -2.0995  0.18

Output
Multiplicity: 1
Relative energy (zero: lowest compared OMol25 entry of this formula, charge and spin), eV: 2.476



| no. | calculated total energy (a.u.) |
| --- | --- |
| 1 | -5423.56822 |
| 2 | -11859.21924 |
| 3 | -1735.76610 |